Molecular formula: C18H21ClN2O2
Method: DFT, ωB97M-V/def2-TZVPD

Results
Relative energy (zero: lowest compared OMol25 entry of this formula, charge and spin) = 219.4 kJ/mol
LUMO energy = 0.54 eV
SMILES = C=C(C)[C@@H]1CC=C(C)/C(=N/NC(=O)COc2ccc(Cl)cc2)C1
Strongest force on any atom = 1.3 eV/A
HOMO-LUMO gap = 9.03 eV

Structure (ORCA input):
```
! RIJCOSX wB97M-V def2-TZVPD def2/J DEFGRID3
* xyz 0 1
Cl -2.320 0.791 6.036
O -3.423 0.923 0.278
O -2.824 -2.426 -0.792
N -0.268 -1.372 -0.622
N -1.405 -0.655 -0.530
C 2.241 0.131 -3.165
C 2.022 -1.752 -0.577
C 2.442 1.321 -2.281
C -3.769 -0.237 -0.448
C 1.710 -3.206 -0.737
C 3.634 0.155 -0.370
C 3.272 -1.286 -0.513
C 2.559 2.541 -2.783
C 1.165 0.615 -0.220
C -2.624 -1.251 -0.608
C -3.155 -0.396 2.320
C -3.185 0.805 1.620
C -2.890 -0.395 3.679
C 2.506 1.107 -0.785
C 0.887 -0.840 -0.502
C -2.941 2.001 2.295
C -2.675 2.001 3.648
C -2.652 0.798 4.338
H 1.139 -3.364 -1.649
H 2.621 -3.797 -0.772
H 3.887 0.343 0.681
H -4.051 0.121 -1.443
H 3.043 -0.592 -3.025
H 1.304 -0.373 -2.930
H 2.708 2.086 -0.336
H 2.220 0.434 -4.209
H -2.489 2.927 4.168
H -4.633 -0.749 -0.009
H 4.531 0.373 -0.954
H -3.327 -1.338 1.824
H -2.967 2.924 1.737
H 2.515 2.726 -3.844
H 1.088 -3.545 0.088
H 1.176 0.742 0.869
H 0.371 1.253 -0.620
H -2.867 -1.327 4.221
H 2.706 3.408 -2.161
H 4.102 -1.979 -0.545
H -1.381 0.353 -0.374
*
```